The following is a DFT calculation (the ωB97M-V functional and the def2-TZVPD basis) of a 14-piece molecular cluster, C5H41N3O13 overall in a non-equilibrium geometry.

Geometry as ORCA input:
```
! wB97M-V def2-TZVPD RIJCOSX def2/J DEFGRID3
* xyz 0 1
N 0.35 0.18 -2.12
C 1.81 0.45 -2.06
C 2.70 -0.80 -1.87
C 2.21 -1.78 -0.78
N 1.46 -2.88 -1.43
C 2.12 1.66 -1.12
N 2.33 1.15 0.22
C 2.25 2.28 1.16
H 0.19 -0.82 -2.02
H -0.09 0.53 -1.26
H 2.07 0.89 -3.04
H 3.70 -0.43 -1.57
H 2.77 -1.33 -2.81
H 1.45 -1.19 -0.20
H 2.93 -2.11 -0.02
H 1.74 -3.15 -2.38
H 1.71 -3.72 -0.92
H 3.02 2.12 -1.54
H 1.30 2.41 -1.34
H 1.58 0.50 0.44
H 1.26 2.76 1.12
H 2.47 2.01 2.16
H 3.05 2.97 0.84
H -1.52 -2.51 2.86
H -1.00 -2.35 1.41
O -0.92 -1.98 2.33
H -2.30 0.90 3.30
H -1.64 -0.38 2.71
O -1.45 0.48 3.15
H -0.45 1.61 -4.91
H -0.55 1.33 -3.36
O -1.03 1.66 -4.15
H 1.95 0.87 4.48
H 3.09 -0.10 4.13
O 2.68 0.73 3.88
H -4.01 -2.33 -0.73
H -3.30 -1.53 -1.45
O -3.17 -2.48 -1.23
H 0.17 -1.21 4.64
H 1.11 -1.60 3.51
O 1.10 -1.28 4.42
H 5.56 0.61 -0.53
H 4.59 1.52 0.23
O 5.34 1.53 -0.39
H -3.51 0.83 -1.98
H -3.01 0.85 -0.44
O -3.41 0.31 -1.15
H 0.02 1.76 1.75
H -0.71 0.58 1.94
O -0.55 1.20 1.19
H -2.99 0.53 -4.03
H -3.08 1.90 -3.52
O -3.66 1.13 -3.65
H -0.24 -2.40 -0.61
H -1.68 -3.01 -0.69
O -0.89 -2.93 -0.11
H -4.28 0.45 1.56
H -3.86 -0.45 0.59
O -3.70 -0.33 1.55
H -1.92 2.02 1.01
H -2.96 3.01 1.15
O -2.80 2.26 0.57
*
```

Summary:
Electronic energy = -1357.4283 a.u.
Frontier orbital gap = 9.48 eV